No. 1
{"formula": "C6H12", "method": "ωB97M-V/def2-TZVPD", "species": ["C", "C", "C", "C", "C", "C", "H", "H", "H", "H", "H", "H", "H", "H", "H", "H", "H", "H"], "xyz": [[0.87, -0.14, -0.03], [0.78, 0.47, 1.33], [-0.22, -0.55, -0.72], [0.24, 1.91, 1.37], [-1.52, -0.68, -0.15], [-0.01, -1.09, -2.12], [1.79, 0.63, 1.72], [-1.73, -0.29, 0.84], [-0.78, 2.01, 1.01], [0.87, 2.56, 0.76], [-2.35, -0.91, -0.80], [-0.41, -2.10, -2.16], [0.38, 2.33, 2.37], [-0.51, -2.09, 0.33], [1.81, -0.30, -0.54], [1.06, -1.18, -2.30], [-0.41, -0.39, -2.86], [0.13, -0.20, 1.92]], "charge": 0, "de_lowest_ev": 4.600}

No. 2
{"formula": "C6H12", "method": "ωB97M-V/def2-TZVPD", "species": ["C", "C", "C", "C", "C", "C", "H", "H", "H", "H", "H", "H", "H", "H", "H", "H", "H", "H"], "xyz": [[0.20, -0.91, -0.39], [-1.55, 0.93, 0.49], [-0.92, -1.58, 0.35], [1.72, 1.03, -0.52], [1.42, -0.26, 0.24], [-1.17, -0.27, -0.35], [1.84, 0.81, -1.59], [0.87, 1.71, -0.42], [-1.72, -0.32, -1.29], [-0.90, 1.06, 1.36], [0.44, -1.37, -1.35], [2.28, -0.94, 0.19], [-0.91, -1.54, 1.44], [-1.53, 1.87, -0.08], [1.26, -0.06, 1.31], [-1.35, -2.49, -0.07], [2.61, 1.54, -0.17], [-2.57, 0.81, 0.87]], "charge": 0, "de_lowest_ev": 1.046, "smiles": "CC[C@H]1C[C@H]1C"}

No. 3
{"formula": "C6H12", "method": "ωB97M-V/def2-TZVPD", "species": ["C", "C", "C", "C", "C", "C", "H", "H", "H", "H", "H", "H", "H", "H", "H", "H", "H", "H"], "xyz": [[0.73, 0.07, 1.17], [-1.64, -0.96, 1.00], [-0.59, 0.83, -1.16], [1.67, 0.23, -0.05], [-0.20, -1.00, 0.71], [0.76, 0.02, -1.28], [2.48, -0.51, -0.01], [1.18, 0.45, -2.18], [-2.23, -1.40, 0.18], [-1.64, -1.74, 1.78], [1.24, -0.39, 2.03], [-0.29, 1.87, -1.21], [0.34, 1.05, 1.50], [2.15, 1.22, -0.09], [-2.13, -0.05, 1.37], [-1.23, 0.58, -2.01], [0.67, -1.06, -1.47], [-1.25, 0.79, -0.28]], "charge": 0, "de_lowest_ev": 4.655}

No. 4
{"formula": "C6H12", "method": "ωB97M-V/def2-TZVPD", "species": ["C", "C", "C", "C", "C", "C", "H", "H", "H", "H", "H", "H", "H", "H", "H", "H", "H", "H"], "xyz": [[0.25, -0.80, 1.10], [-1.76, -0.77, -0.45], [0.79, -0.58, -0.32], [-0.76, 1.46, 0.23], [-0.55, -0.03, 0.09], [2.09, 0.21, -0.46], [2.21, 0.56, -1.49], [0.16, 1.95, 0.57], [0.72, -0.20, 1.88], [-2.11, -0.37, -1.41], [2.12, 1.09, 0.20], [-2.58, -0.69, 0.26], [-1.57, -1.85, -0.59], [-0.09, -1.78, 1.43], [-1.56, 1.66, 0.95], [0.67, -1.37, -1.04], [2.99, -0.38, -0.21], [-1.04, 1.89, -0.74]], "charge": 0, "de_lowest_ev": 0.967, "smiles": "C[C@H]1CC1(C)C"}

No. 5
{"formula": "C6H12", "method": "ωB97M-V/def2-TZVPD", "species": ["C", "C", "C", "C", "C", "C", "H", "H", "H", "H", "H", "H", "H", "H", "H", "H", "H", "H"], "xyz": [[-1.73, -0.48, -0.37], [0.77, -0.04, -0.35], [0.75, 1.44, 0.00], [-0.40, -0.74, 0.40], [-2.86, 0.12, 0.08], [2.18, -0.67, 0.01], [0.61, -0.25, -1.48], [-0.51, -0.40, 1.45], [1.67, 2.04, -0.36], [-3.71, 0.30, -0.53], [2.22, -1.74, -0.20], [2.34, -0.61, 1.09], [2.98, -0.17, -0.52], [-2.85, 0.51, 1.11], [-1.78, -0.97, -1.42], [-0.14, 1.91, -0.48], [-0.24, -1.90, 0.45], [0.68, 1.66, 1.10]], "charge": 0, "de_lowest_ev": 1.410, "smiles": "C=CCC(C)C"}

No. 6
{"formula": "C6H12AlCl3IrO2", "method": "ωB97M-V/def2-TZVPD", "species": ["Ir", "Cl", "Cl", "Cl", "Al", "O", "O", "C", "C", "C", "C", "C", "C", "H", "H", "H", "H", "H", "H", "H", "H", "H", "H", "H", "H"], "xyz": [[-0.95, 1.66, -0.16], [1.59, -4.69, 1.44], [-1.33, -4.48, 0.84], [-0.89, -0.12, -2.31], [0.80, -0.81, -1.11], [0.38, -1.76, 0.52], [0.93, -2.64, -1.44], [0.13, 1.55, 1.37], [-2.61, 1.34, 0.83], [-0.85, 3.60, -0.15], [0.56, -2.83, -0.21], [2.58, -0.02, -1.21], [0.34, -4.26, 0.26], [-0.59, 3.97, -1.15], [1.26, 1.49, 1.14], [-0.07, 3.93, 0.56], [-1.80, 4.09, 0.15], [2.89, 0.02, -2.27], [-3.20, 0.57, 0.30], [-2.39, 0.99, 1.85], [-0.06, 0.64, 2.02], [-3.21, 2.26, 0.89], [3.33, -0.64, -0.71], [0.48, -4.86, -0.65], [2.67, 0.99, -0.79]], "charge": -1, "spin_multiplicity": 5, "energy_ev": -57512.549}

No. 7
{"formula": "C6H12BeF3InN", "method": "ωB97M-V/def2-TZVPD", "species": ["In", "F", "F", "F", "N", "C", "C", "C", "C", "C", "C", "Be", "H", "H", "H", "H", "H", "H", "H", "H", "H", "H", "H", "H"], "xyz": [[0.61, -1.59, 0.31], [-3.18, 0.92, 0.72], [-2.37, 2.03, -0.93], [-1.07, 1.30, 0.61], [0.11, -1.01, 2.25], [-2.14, 0.98, -0.14], [-1.98, -0.29, -0.93], [2.69, 0.50, -0.49], [-0.56, -0.57, -1.32], [2.77, -0.91, -0.36], [2.25, 1.31, 0.52], [-5.07, 2.51, 0.88], [0.34, -0.05, 2.50], [-2.47, -1.11, -0.40], [3.38, -1.30, 0.46], [-2.54, -0.11, -1.85], [0.60, -3.32, 0.26], [-0.48, -1.27, -2.15], [2.89, -1.44, -1.29], [-0.02, 0.33, -1.59], [2.96, 0.95, -1.44], [-0.87, -1.13, 2.48], [2.00, 2.34, 0.34], [2.14, 0.93, 1.53]], "charge": 1, "energy_ev": -21619.333}

No. 8
{"formula": "C6H12Br6", "method": "ωB97M-V/def2-TZVPD", "species": ["Br", "Br", "Br", "Br", "Br", "Br", "C", "C", "C", "C", "C", "C", "H", "H", "H", "H", "H", "H", "H", "H", "H", "H", "H", "H"], "xyz": [[-0.97, 6.66, -4.05], [0.81, -2.46, 3.38], [3.66, -6.13, 2.35], [0.20, -1.33, -1.05], [-2.89, 0.87, 1.83], [-1.55, 2.62, -2.10], [-1.27, 0.11, 1.03], [-1.53, -0.57, -0.26], [2.95, -4.27, 2.61], [1.43, -4.31, 2.76], [-0.78, 4.70, -3.83], [-0.80, 4.36, -2.34], [-0.52, 0.90, 0.98], [-2.11, -1.49, -0.25], [-1.36, 5.02, -1.68], [0.86, -4.53, 1.87], [0.26, 4.43, -2.10], [-1.93, 0.10, -1.02], [-0.01, 4.24, -4.45], [-1.72, 4.22, -4.09], [3.26, -3.73, 1.72], [-0.76, -0.60, 1.68], [3.56, -3.83, 3.41], [1.20, -4.97, 3.59]], "charge": 1, "de_lowest_ev": 0.768, "spin_multiplicity": 2}

No. 9
{"formula": "C6H12Br9N3O6", "method": "ωB97M-V/def2-TZVPD", "species": ["Br", "Br", "Br", "Br", "Br", "Br", "Br", "Br", "Br", "O", "O", "O", "O", "O", "O", "N", "N", "N", "C", "C", "C", "C", "C", "C", "H", "H", "H", "H", "H", "H", "H", "H", "H", "H", "H", "H"], "xyz": [[-3.00, 0.29, 3.20], [-1.75, -0.04, 6.07], [2.72, -0.54, 3.41], [-0.77, -1.90, 3.71], [2.05, -2.79, 1.24], [5.04, -1.90, 1.70], [-5.98, 1.18, 0.85], [-3.87, 0.69, -1.47], [-6.05, -1.50, -0.81], [-0.34, 1.68, -0.56], [2.01, 6.10, -0.37], [0.97, -1.54, -2.13], [2.76, 5.90, -2.38], [-0.25, -3.30, -2.28], [1.35, 0.53, 0.13], [2.13, 5.50, -1.42], [0.17, 0.66, -0.11], [0.78, -2.69, -2.46], [-4.94, -0.12, -0.10], [3.20, -1.34, 1.73], [1.87, -3.42, -3.17], [-2.24, -0.94, 4.47], [1.45, 4.18, -1.56], [-0.74, -0.51, 0.14], [0.71, 4.06, -0.79], [1.47, -3.72, -4.13], [1.09, 4.08, -2.58], [-2.99, -1.67, 4.73], [-4.27, -0.58, 0.60], [2.24, 3.44, -1.40], [-1.07, -0.85, -0.83], [-1.57, -0.15, 0.73], [3.10, -0.56, 0.99], [-0.17, -1.25, 0.68], [2.16, -4.27, -2.56], [2.71, -2.74, -3.27]], "charge": 0, "de_lowest_ev": 0.000}

No. 10
{"formula": "C6H12BrN2", "method": "ωB97M-V/def2-TZVPD", "species": ["Br", "N", "N", "C", "C", "C", "C", "C", "C", "H", "H", "H", "H", "H", "H", "H", "H", "H", "H", "H", "H"], "xyz": [[0.25, 0.74, 4.93], [-0.39, -0.34, 1.57], [0.77, 0.92, -0.04], [-2.15, -2.45, -1.95], [1.43, 1.75, 0.70], [-0.56, -0.96, -0.77], [-0.05, -0.12, 0.37], [-1.57, -1.83, -0.80], [2.42, 2.64, 0.03], [3.43, 2.07, -0.23], [-2.20, -1.83, -2.82], [-0.22, 0.24, 2.43], [-3.06, -2.92, -1.79], [-1.52, -3.36, -2.27], [-2.06, -2.22, 0.21], [2.75, 3.53, 0.58], [-0.10, -0.61, -1.74], [1.12, 1.74, 1.75], [2.05, 3.11, -0.84], [-1.09, -1.14, 1.80], [0.75, 1.05, -1.11]], "charge": 1, "de_lowest_ev": 0.708}